No. 1
5 unconnected molecules or ions with the total composition C12H34BrN2O6, computed with wB97M-V/def2-TZVPD.

The calculated total energy is -98301.15272 eV. The calculation puts the molar mass at 382.3 u. Its charge is -1. The value obtained for the HOMO-LUMO gap is 8.068 eV. As for the HOMO energy: -0.19433 Eh. The energy above the lowest of the compared OMol25 structures with the same formula, charge and spin comes out at 71.9 kcal/mol.

Positions of all 55 atoms, in Å:
Br: 0.545 -0.169 2.498
C: -0.048 -1.671 -1.346
C: 0.012 -0.194 -1.448
O: 1.161 0.340 -0.899
O: -1.238 -2.062 -1.549
H: 0.280 -1.978 -0.329
H: 0.632 -2.126 -2.045
H: -0.909 0.223 -1.015
H: -0.115 0.140 -2.449
H: 1.045 0.291 0.034
H: -1.664 -1.632 -2.311
C: -3.142 -0.493 2.026
C: -4.278 -1.481 2.408
O: -3.839 -2.245 3.501
O: -2.274 -0.905 1.211
H: -2.719 0.029 2.799
H: -3.677 0.187 1.416
H: -4.444 -2.074 1.550
H: -5.201 -0.959 2.701
H: -3.068 -1.810 3.781
H: -1.424 -0.758 1.531
C: 4.775 -0.907 1.555
C: 4.053 -1.702 0.486
C: 4.873 -2.791 -0.191
O: 6.079 -2.322 -0.692
C: 6.709 -3.271 -1.578
N: 2.870 -2.365 0.987
H: 4.987 -1.698 2.363
H: 4.259 -0.098 2.128
H: 5.826 -0.679 1.245
H: 3.712 -1.125 -0.277
H: 4.404 -3.335 -0.976
H: 5.165 -3.491 0.553
H: 6.803 -4.290 -1.295
H: 7.781 -3.011 -1.611
H: 6.281 -3.200 -2.568
H: 2.251 -1.731 1.603
H: 2.266 -2.810 0.286
C: -4.032 4.878 -0.940
C: -3.440 3.680 -1.664
C: -2.545 2.711 -0.962
O: -1.249 3.295 -0.638
C: -0.622 2.829 0.552
N: -4.539 2.817 -2.156
H: -4.875 4.589 -0.296
H: -4.331 5.605 -1.699
H: -3.218 5.413 -0.373
H: -2.881 4.014 -2.602
H: -2.432 1.783 -1.568
H: -3.100 2.365 -0.104
H: -1.138 3.138 1.488
H: 0.415 3.312 0.557
H: -0.498 1.718 0.554
H: -5.065 3.476 -2.782
H: -5.195 2.564 -1.447

***

No. 2
3 unconnected molecules or ions with the total composition C12H34N3S2, computed with wB97M-V/def2-TZVPD.

The calculated total energy is -39127.14607 eV. The calculation puts the molar mass at 284.6 u. Its charge is +1. The value obtained for the HOMO-LUMO gap is 4.172 eV. As for the HOMO energy: -0.35014 Eh.

Positions of all 51 atoms, in Å:
S: -5.612 -3.601 -1.044
N: -4.596 -5.058 -0.870
S: -3.743 -5.680 -2.324
H: -6.454 -4.194 -1.906
H: -5.133 -5.840 -0.487
H: -3.904 -4.811 -0.155
H: -3.038 -4.543 -2.464
C: -2.896 -1.303 -2.681
C: -1.994 -0.287 -2.000
N: -2.753 0.702 -1.261
C: -1.962 1.847 -0.830
C: -0.853 1.593 0.192
C: -3.697 0.172 -0.292
C: -3.172 -0.834 0.741
H: -3.651 -0.812 -3.296
H: -2.309 -1.967 -3.320
H: -3.415 -1.907 -1.933
H: -1.409 0.244 -2.754
H: -1.264 -0.829 -1.375
H: -2.653 2.596 -0.437
H: -1.521 2.284 -1.730
H: -1.246 1.376 1.185
H: -0.227 2.481 0.281
H: -0.205 0.767 -0.109
H: -4.520 -0.300 -0.841
H: -4.142 1.025 0.224
H: -2.601 -1.637 0.264
H: -4.013 -1.284 1.277
H: -2.523 -0.375 1.484
C: 5.582 2.270 2.781
C: 4.891 1.106 2.089
N: 3.472 1.338 1.874
C: 2.733 0.140 1.527
C: 3.061 -0.556 0.200
C: 3.139 2.541 1.127
C: 3.750 2.710 -0.269
H: 5.048 2.544 3.692
H: 6.601 1.989 3.048
H: 5.644 3.150 2.141
H: 4.972 0.216 2.720
H: 5.433 0.872 1.159
H: 1.666 0.382 1.541
H: 2.892 -0.579 2.338
H: 2.710 0.013 -0.661
H: 2.577 -1.535 0.169
H: 4.133 -0.718 0.083
H: 3.431 3.403 1.731
H: 2.050 2.587 1.054
H: 4.826 2.533 -0.260
H: 3.591 3.732 -0.617
H: 3.307 2.039 -1.005

***

No. 3
A molecular structure, C12H35AsN5O2RuSSi, computed with wB97M-V/def2-TZVPD.

The calculated total energy is -106659.48441 eV. The calculation puts the molar mass at 517.6 u. Its charge is +3. The value obtained for the HOMO-LUMO gap (alpha / beta) is 6.760 / 6.760 eV. As for the HOMO energy (alpha / beta): -0.67110 / -0.67114 Eh. The energy above the lowest of the compared OMol25 structures with the same formula, charge and spin comes out at 40.4 kcal/mol.

Positions of all 58 atoms, in Å:
Ru: 0.110 0.565 -0.312
N: -0.484 -0.082 1.793
N: 0.451 -0.976 2.369
C: 1.614 -1.181 1.731
N: 2.590 -1.892 2.235
N: 1.591 -0.551 0.559
N: 2.672 -0.409 -0.287
O: 3.725 -0.942 -0.125
O: 2.366 0.353 -1.199
H: -0.596 0.710 2.419
H: -1.383 -0.555 1.733
H: 0.263 -1.388 3.274
H: 2.518 -2.326 3.146
H: 3.443 -2.030 1.707
C: 0.995 2.768 3.466
C: 1.781 2.827 2.158
As: 0.733 2.823 0.516
C: 2.034 3.499 -0.752
C: 1.591 3.393 -2.208
C: -0.482 4.323 0.797
C: -1.490 4.624 -0.304
H: 1.688 2.791 4.307
H: 0.399 1.860 3.563
H: 0.330 3.622 3.583
H: 2.505 2.015 2.091
H: 2.335 3.764 2.088
H: 2.938 2.913 -0.585
H: 2.238 4.531 -0.463
H: 1.238 2.391 -2.430
H: 2.429 3.604 -2.871
H: 0.803 4.105 -2.451
H: 0.233 5.138 0.928
H: -0.987 4.155 1.746
H: -1.015 4.782 -1.272
H: -2.018 5.545 -0.057
H: -2.232 3.836 -0.394
C: 0.803 0.524 -4.020
S: -0.160 -0.330 -2.754
C: 0.638 -1.948 -2.758
H: 1.831 0.666 -3.698
H: 0.324 1.476 -4.232
H: 0.768 -0.102 -4.912
H: 0.405 -2.415 -3.714
H: 0.221 -2.553 -1.955
H: 1.717 -1.847 -2.652
C: -2.584 1.600 -1.811
Si: -2.451 0.570 -0.299
C: -2.837 1.279 1.355
C: -2.693 -1.234 -0.499
H: -3.364 2.356 -1.681
H: -2.849 0.952 -2.649
H: -1.659 2.133 -2.070
H: -3.591 2.066 1.247
H: -1.976 1.726 1.850
H: -3.260 0.508 2.005
H: -3.775 -1.435 -0.489
H: -2.257 -1.835 0.301
H: -2.322 -1.585 -1.462

***

No. 4
A molecular structure, C12H35LiN3O4, computed with wB97M-V/def2-TZVPD.

The calculated total energy is -25872.55374 eV. The calculation puts the molar mass at 292.4 u. Its charge is +1. The value obtained for the HOMO-LUMO gap is 9.091 eV. As for the HOMO energy: -0.43814 Eh. The energy above the lowest of the compared OMol25 structures with the same formula, charge and spin comes out at 19.6 kcal/mol.

Positions of all 55 atoms, in Å:
Li: 0.337 -0.283 0.486
O: 1.930 0.357 1.397
H: 1.752 0.886 2.185
H: 2.654 -0.231 1.656
C: 2.844 0.620 -2.028
C: 2.927 1.718 -3.077
C: 2.496 3.097 -2.598
O: 1.120 3.080 -2.254
C: 0.676 4.263 -1.612
N: 4.318 1.800 -3.549
H: 1.822 0.327 -1.784
H: 3.316 1.028 -1.126
H: 3.420 -0.241 -2.361
H: 2.306 1.425 -3.931
H: 2.674 3.965 -3.242
H: 3.140 3.296 -1.720
H: -0.412 4.288 -1.626
H: 1.003 5.137 -2.186
H: 1.070 4.311 -0.593
H: 4.538 2.719 -3.931
H: 4.957 1.808 -2.751
C: -0.474 -2.619 3.371
C: -1.611 -1.716 2.826
C: -2.609 -1.291 3.903
O: -3.175 -2.464 4.414
C: -4.286 -2.223 5.247
N: -0.912 -0.533 2.252
H: 0.265 -2.797 2.599
H: -1.017 -3.513 3.689
H: -0.019 -2.220 4.278
H: -2.094 -2.249 2.010
H: -3.361 -0.671 3.395
H: -2.124 -0.674 4.668
H: -4.917 -1.428 4.824
H: -4.078 -1.822 6.246
H: -4.864 -3.138 5.322
H: -1.571 0.175 1.929
H: -0.340 -0.103 2.971
C: -1.281 0.630 -3.153
C: -1.280 -0.053 -1.797
C: -0.524 -1.376 -1.921
O: -0.318 -1.912 -0.619
C: 0.099 -3.286 -0.595
N: -0.700 0.888 -0.778
H: -1.960 0.165 -3.879
H: -0.277 0.571 -3.572
H: -1.620 1.664 -3.190
H: -2.290 -0.272 -1.450
H: 0.458 -1.335 -2.404
H: -1.177 -2.049 -2.489
H: -0.749 -3.909 -0.868
H: 0.520 -3.489 0.383
H: 0.907 -3.384 -1.325
H: -1.424 1.495 -0.406
H: -0.085 1.567 -1.233